# 1
Density functional theory data (ωB97M-V with the def2-TZVPD basis set) for a 8-piece molecular cluster, C5H24O9 overall at a distorted geometry.

As for the SMILES: CCCCC(=O)O.O.O.O.O.O.O.O. The HOMO energy is -10.464 eV. Its LUMO energy is 0.08 eV. Its energy above the lowest of the compared OMol25 structures with the same formula, charge and spin is 76.2 kcal/mol. The strongest force on any atom comes out at 7.32 eV/Å.

```
! RIJCOSX wB97M-V def2-TZVPD def2/J DEFGRID3
* xyz 0 1
O -1.22 0.19 0.50
C -0.21 0.54 -0.03
O 0.62 1.48 0.57
C 0.45 -0.09 -1.27
C -0.53 -0.41 -2.44
C -1.47 0.84 -2.60
C -2.75 1.02 -1.76
H 0.57 1.80 1.41
H 1.07 -1.04 -0.90
H 1.31 0.53 -1.61
H 0.00 -0.59 -3.41
H -1.00 -1.35 -2.18
H -0.92 1.82 -2.49
H -1.71 0.85 -3.79
H -3.63 0.80 -2.18
H -2.79 2.11 -1.66
H -2.89 0.38 -0.98
H -4.79 1.36 0.66
H -3.30 0.72 0.94
O -4.30 0.72 1.28
H 1.22 -3.41 -0.23
H 2.57 -3.24 0.34
O 2.08 -3.39 -0.51
H -1.33 3.93 1.32
H -0.83 2.70 1.95
O -0.54 3.65 1.80
H -0.13 -2.30 2.25
H -0.30 -0.87 1.57
O 0.12 -1.77 1.48
H -0.07 0.80 3.80
H 1.24 0.67 2.67
O 0.22 0.55 2.81
H 3.60 -0.64 -2.65
H 2.87 -1.90 -2.12
O 3.16 -1.01 -1.87
H 3.76 -1.96 -0.13
H 3.21 -1.04 0.84
O 3.52 -1.86 0.82
*
```

# 2
Density functional theory data (ωB97M-V with the def2-TZVPD basis set) for a 2-piece molecular cluster, C5H8O overall at a distorted geometry.

As for the SMILES: C=C=O.C=CC. The HOMO energy is -9.124 eV. Its LUMO energy is 0.99 eV. Its energy above the lowest of the compared OMol25 structures with the same formula, charge and spin is 44.3 kcal/mol. The strongest force on any atom comes out at 1.04 eV/Å.

```
! RIJCOSX wB97M-V def2-TZVPD def2/J DEFGRID3
* xyz 0 1
O 2.50 -0.81 -0.88
C 1.52 -1.37 -0.59
C 0.82 1.24 0.67
C -0.20 1.16 -0.18
C -1.58 0.68 0.18
C 0.43 -2.05 -0.30
H 0.72 0.92 1.70
H 1.79 1.59 0.35
H -2.26 1.54 0.26
H -0.06 1.46 -1.22
H -1.99 0.01 -0.58
H -1.59 0.16 1.14
H -0.14 -1.79 0.59
H 0.13 -2.85 -0.96
*
```

# 3
Density functional theory data (ωB97M-V with the def2-TZVPD basis set) for one molecule with the formula C19H21ClN2O4S.

As for the SMILES: COc1ccc(C=O)cc1CN1CCCN(Cc2ccc(Cl)cc2)S1(=O)=O. The HOMO energy is -8.697 eV. Its LUMO energy is 0.45 eV. Its energy above the lowest of the compared OMol25 structures with the same formula, charge and spin is 38.9 kcal/mol. The strongest force on any atom comes out at 0.96 eV/Å.

```
! RIJCOSX wB97M-V def2-TZVPD def2/J DEFGRID3
* xyz 0 1
C 5.72 1.49 -1.12
H 6.40 0.78 -1.61
O 4.38 1.09 -1.22
C 4.01 -0.10 -0.69
C 4.88 -0.95 0.00
C 4.42 -2.15 0.50
C 3.10 -2.54 0.32
C 2.23 -1.69 -0.36
C 2.66 -0.48 -0.86
C 1.69 0.46 -1.52
N 1.02 1.35 -0.58
S 0.06 0.53 0.54
O -0.75 -0.41 -0.17
O 0.83 0.08 1.65
N -0.89 1.79 1.07
C -0.05 2.80 1.69
C 0.96 3.40 0.72
C 1.85 2.31 0.13
H 2.57 2.73 -0.58
H 2.41 1.81 0.94
H 0.44 3.91 -0.09
H 1.58 4.13 1.24
H -0.70 3.58 2.11
H 0.47 2.29 2.50
C -1.83 2.24 0.06
C -2.95 1.24 -0.09
C -3.50 0.64 1.03
C -4.53 -0.27 0.91
C -5.02 -0.58 -0.35
C -4.48 0.01 -1.48
C -3.44 0.92 -1.34
H -3.02 1.37 -2.22
H -4.87 -0.24 -2.46
Cl -6.32 -1.71 -0.52
H -4.96 -0.74 1.78
H -3.10 0.88 2.01
H -2.24 3.20 0.40
H -1.33 2.38 -0.90
H 2.19 1.09 -2.26
H 0.89 -0.11 -1.99
H 1.20 -1.99 -0.49
C 2.62 -3.83 0.83
O 1.54 -4.31 0.63
H 3.38 -4.37 1.44
H 5.10 -2.80 1.04
H 5.91 -0.68 0.14
H 5.78 2.45 -1.64
H 6.02 1.63 -0.08
*
```

# 4
Density functional theory data (ωB97M-V with the def2-TZVPD basis set) for C24H31F2NO2SiTi as an isolated structure at a distorted geometry.

The HOMO energy is -13.046 eV. Its LUMO energy is -10.43 eV. Its energy above the lowest of the compared OMol25 structures with the same formula, charge and spin is 0.0 kcal/mol. The strongest force on any atom comes out at 1.74 eV/Å.

```
! RIJCOSX wB97M-V def2-TZVPD def2/J DEFGRID3
* xyz 2 1
C 0.83 2.78 -3.17
C 1.46 2.69 -1.99
C 0.67 2.66 -0.75
C 0.54 3.66 0.13
C 1.21 4.98 0.00
C 0.16 6.10 -0.29
C -0.37 3.44 1.31
O -1.12 4.27 1.71
C -0.27 2.04 1.91
N -0.29 1.91 3.27
C -1.43 2.53 4.00
C -2.84 2.13 3.50
C -3.72 3.36 3.26
C -0.12 1.05 1.00
C 0.03 -0.38 1.38
F 1.10 -0.48 2.28
F -1.07 -0.91 1.97
C 0.43 -1.27 0.19
C 1.02 -2.58 0.68
Si 1.46 -3.88 -0.66
C 3.21 -3.71 -1.31
C 1.43 -5.56 0.27
C 0.27 -3.96 -2.07
C -0.23 -5.22 -2.45
C -1.13 -5.34 -3.51
C -1.54 -4.23 -4.23
C -1.04 -2.98 -3.88
C -0.15 -2.85 -2.81
C -0.11 1.42 -0.44
O -0.71 0.78 -1.27
H 1.15 2.17 -4.01
H -0.03 3.42 -3.30
H 2.55 2.62 -1.97
H 1.90 4.97 -0.83
H 1.73 5.27 0.91
H -0.79 5.69 -0.61
H 0.49 6.74 -1.10
H -0.02 6.72 0.59
H -0.26 0.94 3.55
H -1.34 2.18 5.03
H -1.34 3.60 4.06
H -2.82 1.46 2.64
H -3.32 1.58 4.31
H -3.47 4.15 3.97
H -3.64 3.76 2.25
H -4.77 3.14 3.43
H 1.21 -0.73 -0.33
H -0.43 -1.42 -0.46
H 1.97 -2.35 1.24
H 0.33 -3.02 1.42
H 3.99 -3.67 -0.52
H 3.42 -4.63 -1.86
H 3.35 -2.89 -2.01
H 0.47 -6.05 0.19
H 2.22 -6.20 -0.11
H 1.63 -5.47 1.38
H 0.05 -6.14 -1.96
H -1.51 -6.32 -3.79
H -2.23 -4.33 -5.06
H -1.32 -2.10 -4.43
H 0.23 -1.87 -2.56
Ti 2.92 -3.70 1.93
*
```

# 5
Density functional theory data (ωB97M-V with the def2-TZVPD basis set) for a 6-piece molecular cluster, C3H16N2O7 overall at a distorted geometry.

As for the SMILES: CC(=O)NC(N)=O.O.O.O.O.O. The HOMO energy is -10.367 eV. Its LUMO energy is 0.02 eV. Its energy above the lowest of the compared OMol25 structures with the same formula, charge and spin is 52.5 kcal/mol. The strongest force on any atom comes out at 3.95 eV/Å.

```
! RIJCOSX wB97M-V def2-TZVPD def2/J DEFGRID3
* xyz 0 1
O -0.78 -2.27 -0.60
C -0.04 -1.53 -1.24
N 0.48 -0.36 -0.60
C 0.60 0.85 -1.36
N -0.01 1.96 -0.76
O 1.08 0.91 -2.44
C 0.33 -1.64 -2.69
H 0.16 -0.21 0.40
H -0.46 1.73 0.09
H -0.38 2.74 -1.31
H 0.02 -0.71 -3.29
H -0.22 -2.41 -3.23
H 1.48 -1.72 -2.68
H 1.14 -3.48 1.68
H -0.11 -2.66 1.32
O 0.55 -2.81 1.96
H -0.58 2.56 2.56
H -1.69 2.87 1.36
O -1.11 3.21 1.99
H 2.75 -0.45 -0.03
H 3.55 -0.35 -1.39
O 3.62 -0.47 -0.45
H -3.37 0.79 1.60
H -3.92 1.25 0.33
O -3.09 0.85 0.66
H 0.02 -0.38 2.66
H 0.12 1.19 3.08
O -0.16 0.54 2.37
*
```

# 6
Density functional theory data (ωB97M-V with the def2-TZVPD basis set) for C56H95Cl3N20O3SSi2 as an isolated structure at a distorted geometry.

The HOMO energy is -8.786 eV. Its LUMO energy is -0.31 eV. The strongest force on any atom comes out at 1.90 eV/Å.

```
! RIJCOSX wB97M-V def2-TZVPD def2/J DEFGRID3
* xyz 0 1
C -3.77 5.15 -5.42
C -3.83 6.28 -4.37
C -3.49 5.84 -2.95
C -2.01 5.44 -2.76
C -1.77 3.93 -2.87
C -0.81 3.38 -1.80
C -0.72 1.87 -1.93
C 0.02 1.14 -0.78
Si 1.61 0.33 -1.37
C 2.28 -0.86 -0.08
C 1.25 -1.85 0.49
C 1.85 -2.64 1.68
C 1.17 -2.42 3.02
S 1.08 -0.76 3.62
O 0.31 0.12 2.80
O 0.65 -0.86 4.99
Cl 3.03 -0.09 3.65
O 1.44 -0.36 -2.87
Si 0.23 -1.48 -3.18
N -0.48 -1.26 -4.75
C -1.57 -0.25 -4.78
C -2.62 -0.65 -5.80
C -3.82 0.29 -5.79
C 2.91 1.71 -1.50
Cl 2.55 3.32 -0.91
C 4.12 1.54 -2.02
C 5.19 2.60 -2.09
Cl 4.54 -0.03 -2.64
H -3.20 5.49 -6.28
H -4.76 4.93 -5.80
H -3.31 4.24 -5.05
H -3.19 7.11 -4.66
H -4.86 6.65 -4.35
H -4.14 5.00 -2.70
H -3.74 6.64 -2.25
H -1.61 5.85 -1.83
H -1.47 5.92 -3.58
H -2.69 3.35 -2.93
H -1.25 3.73 -3.81
H -1.16 3.71 -0.82
H 0.14 3.86 -2.01
H -1.75 1.50 -1.96
H -0.27 1.64 -2.89
H 0.29 1.83 0.02
H -0.64 0.39 -0.37
H 3.18 -1.36 -0.42
H 2.60 -0.21 0.74
H 1.04 -2.59 -0.27
H 0.33 -1.36 0.77
H 2.91 -2.42 1.75
H 1.76 -3.71 1.47
H 0.18 -2.87 3.04
H 1.75 -2.94 3.78
H 0.71 -2.86 -2.99
H -0.86 -1.28 -2.19
H 0.27 -0.92 -5.36
H -2.07 -0.19 -3.81
H -1.18 0.74 -5.01
H -2.18 -0.76 -6.78
H -2.95 -1.65 -5.49
H -3.60 1.26 -5.35
H -4.22 0.42 -6.80
H -4.64 -0.15 -5.22
H 5.22 3.06 -1.11
H 5.01 3.32 -2.88
H 6.14 2.10 -2.22
C 2.18 -2.04 7.55
C 2.59 -2.94 8.61
N 2.90 -3.66 9.45
H 2.02 -2.59 6.62
H 1.26 -1.53 7.80
H 2.94 -1.29 7.36
C 1.72 -2.02 -8.64
C 1.79 -0.94 -7.68
N 1.83 -0.09 -6.90
H 2.59 -2.02 -9.29
H 1.68 -2.98 -8.13
H 0.83 -1.92 -9.26
C -5.22 -2.58 -8.61
C -3.97 -1.91 -8.93
N -2.99 -1.36 -9.16
H -6.07 -1.93 -8.77
H -5.36 -3.47 -9.23
H -5.24 -2.90 -7.57
C 7.04 0.18 -5.87
C 7.29 1.35 -5.05
N 7.45 2.27 -4.39
H 7.81 0.06 -6.63
H 7.04 -0.72 -5.25
H 6.08 0.25 -6.37
C -9.04 -2.04 -10.48
C -8.55 -1.83 -9.13
N -8.16 -1.64 -8.07
H -8.99 -3.10 -10.75
H -10.07 -1.71 -10.58
H -8.42 -1.49 -11.19
C -0.18 -0.95 10.42
C -1.22 -0.96 11.43
N -2.04 -0.98 12.23
H 0.71 -1.49 10.76
H -0.52 -1.41 9.49
H 0.14 0.07 10.17
C 1.14 -7.67 1.74
C 0.93 -6.40 1.05
N 0.78 -5.39 0.53
H 0.66 -7.66 2.72
H 0.73 -8.50 1.16
H 2.20 -7.86 1.89
C 1.79 2.41 -4.99
C 0.50 2.83 -5.51
N -0.54 3.14 -5.88
H 2.56 3.14 -5.22
H 1.75 2.31 -3.90
H 2.08 1.45 -5.41
C -2.39 0.54 7.03
C -2.31 1.55 8.07
N -2.23 2.37 8.87
H -1.51 0.58 6.38
H -2.43 -0.46 7.47
H -3.28 0.68 6.42
C 1.55 6.48 -2.07
C 2.30 5.68 -3.02
N 2.85 5.01 -3.78
H 1.88 7.52 -2.09
H 0.49 6.46 -2.30
H 1.68 6.11 -1.06
C -2.57 6.84 1.20
C -1.28 7.15 0.60
N -0.26 7.39 0.12
H -2.74 7.45 2.08
H -3.37 7.03 0.49
H -2.62 5.80 1.49
C -7.21 2.12 -8.88
C -6.72 1.15 -9.84
N -6.34 0.38 -10.60
H -7.47 3.06 -9.36
H -8.10 1.74 -8.37
H -6.45 2.32 -8.12
C 4.80 1.08 6.41
C 4.98 0.60 7.77
N 5.12 0.22 8.84
H 4.18 0.38 5.84
H 4.30 2.05 6.40
H 5.75 1.19 5.90
C 0.88 -5.75 7.20
C 1.24 -6.59 6.07
N 1.50 -7.27 5.19
H 0.59 -4.75 6.86
H 0.04 -6.17 7.76
H 1.72 -5.63 7.89
C -5.71 7.74 3.84
C -5.23 6.49 3.27
N -4.84 5.51 2.83
H -6.70 7.60 4.28
H -5.04 8.10 4.61
H -5.80 8.51 3.07
C 5.22 -5.21 11.51
C 5.63 -6.12 12.58
N 5.95 -6.83 13.41
H 5.07 -5.74 10.58
H 4.29 -4.70 11.76
H 5.98 -4.45 11.34
C 4.97 -4.32 3.28
C 3.93 -4.30 4.30
N 3.10 -4.29 5.09
H 5.83 -4.89 3.63
H 4.60 -4.78 2.36
H 5.30 -3.31 3.05
C 0.72 -12.60 1.34
C 0.55 -11.31 0.69
N 0.41 -10.29 0.18
H 0.23 -12.61 2.31
H 0.29 -13.40 0.73
H 1.78 -12.82 1.48
C 2.94 3.15 9.72
C 1.77 2.37 9.34
N 0.86 1.75 9.03
H 3.83 2.76 9.22
H 2.83 4.19 9.44
H 3.12 3.10 10.79
*
```

# 7
Density functional theory data (ωB97M-V with the def2-TZVPD basis set) for a 6-piece molecular cluster, C31H67FNO11 overall at a distorted geometry.

The HOMO energy (alpha / beta) is -9.192 / -9.192 eV. Its LUMO energy (alpha / beta) is 0.55 / -0.58 eV. Its expectation value of S² is 0.75. The strongest force on any atom comes out at 9.86 eV/Å.

```
! RIJCOSX wB97M-V def2-TZVPD def2/J DEFGRID3
* xyz 0 2
C 3.18 5.99 2.43
C 3.22 4.70 1.85
C 3.42 3.16 1.27
F 4.78 2.71 1.71
C 2.21 2.13 1.79
C 2.47 0.63 1.19
C 1.00 -0.03 0.89
C 3.08 -0.25 2.48
N 3.48 0.51 0.10
O 3.28 -0.70 -0.51
C 3.45 1.60 -0.93
C 2.38 1.40 -2.16
C 4.96 1.56 -1.66
C 3.28 3.13 -0.38
H 3.09 7.00 3.01
H 1.19 2.63 1.45
H 2.24 2.16 2.98
H 1.04 -1.22 1.04
H 0.50 0.29 -0.12
H 0.27 0.35 1.75
H 3.65 0.51 3.21
H 2.21 -0.80 3.06
H 3.89 -0.98 2.04
H 2.70 0.48 -2.84
H 1.25 1.38 -1.84
H 2.51 2.36 -2.86
H 4.86 1.92 -2.78
H 5.66 2.33 -1.09
H 5.42 0.49 -1.53
H 4.04 3.88 -0.88
H 2.20 3.58 -0.62
C -0.50 -3.50 -0.20
O -1.00 -3.49 1.13
C -2.30 -4.07 1.23
C -2.23 -5.48 1.82
O -1.59 -6.39 0.91
C -0.25 -6.68 1.30
H 0.56 -3.20 -0.17
H -0.57 -4.49 -0.64
H -1.05 -2.78 -0.81
H -2.80 -4.08 0.25
H -2.88 -3.44 1.90
H -3.25 -5.85 1.97
H -1.72 -5.48 2.79
H -0.25 -7.32 2.19
H 0.32 -5.77 1.49
H 0.23 -7.23 0.48
C -6.60 -1.57 -1.81
O -7.16 -0.76 -0.78
C -7.63 -1.55 0.32
C -6.65 -1.48 1.51
O -5.42 -2.15 1.20
C -4.37 -1.24 0.90
H -6.11 -0.91 -2.53
H -5.86 -2.27 -1.42
H -7.39 -2.12 -2.32
H -7.80 -2.58 0.02
H -8.58 -1.12 0.63
H -7.10 -2.00 2.36
H -6.47 -0.44 1.81
H -4.06 -0.72 1.82
H -4.68 -0.50 0.15
H -3.53 -1.81 0.51
C -8.46 -1.13 -4.76
O -8.46 -2.55 -4.71
C -9.73 -3.11 -5.03
C -9.75 -3.67 -6.45
O -9.66 -2.62 -7.42
C -8.36 -2.52 -7.99
H -7.43 -0.78 -4.67
H -8.89 -0.76 -5.69
H -9.04 -0.74 -3.91
H -10.53 -2.38 -4.89
H -9.90 -3.94 -4.33
H -10.70 -4.18 -6.62
H -8.94 -4.41 -6.60
H -8.18 -3.37 -8.66
H -7.59 -2.48 -7.22
H -8.32 -1.60 -8.58
C 1.60 7.12 8.62
O 0.96 5.86 8.72
C -0.06 5.69 7.72
C 0.43 4.77 6.59
O 1.46 5.40 5.82
C 2.75 4.90 6.14
H 2.47 7.12 9.28
H 1.95 7.32 7.60
H 0.92 7.92 8.94
H -0.39 6.66 7.33
H -0.91 5.22 8.21
H -0.41 4.59 5.91
H 0.76 3.81 6.98
H 2.85 3.88 5.75
H 2.93 4.90 7.22
H 3.50 5.53 5.66
C 10.63 -1.47 -2.33
O 10.62 -0.79 -3.58
C 9.35 -0.87 -4.23
C 8.57 0.44 -4.09
O 8.16 0.65 -2.73
C 8.97 1.62 -2.07
H 11.57 -1.22 -1.81
H 9.79 -1.18 -1.70
H 10.61 -2.55 -2.50
H 8.77 -1.72 -3.85
H 9.55 -1.05 -5.29
H 7.65 0.36 -4.68
H 9.15 1.29 -4.46
H 8.75 2.62 -2.47
H 10.03 1.40 -2.19
H 8.73 1.61 -1.01
*
```

What did the third record say?
Density functional theory data (ωB97M-V with the def2-TZVPD basis set) for one molecule with the formula C19H21ClN2O4S.

As for the SMILES: COc1ccc(C=O)cc1CN1CCCN(Cc2ccc(Cl)cc2)S1(=O)=O. The HOMO energy is -8.697 eV. Its LUMO energy is 0.45 eV. Its energy above the lowest of the compared OMol25 structures with the same formula, charge and spin is 38.9 kcal/mol. The strongest force on any atom comes out at 0.96 eV/Å.

```
! RIJCOSX wB97M-V def2-TZVPD def2/J DEFGRID3
* xyz 0 1
C 5.72 1.49 -1.12
H 6.40 0.78 -1.61
O 4.38 1.09 -1.22
C 4.01 -0.10 -0.69
C 4.88 -0.95 0.00
C 4.42 -2.15 0.50
C 3.10 -2.54 0.32
C 2.23 -1.69 -0.36
C 2.66 -0.48 -0.86
C 1.69 0.46 -1.52
N 1.02 1.35 -0.58
S 0.06 0.53 0.54
O -0.75 -0.41 -0.17
O 0.83 0.08 1.65
N -0.89 1.79 1.07
C -0.05 2.80 1.69
C 0.96 3.40 0.72
C 1.85 2.31 0.13
H 2.57 2.73 -0.58
H 2.41 1.81 0.94
H 0.44 3.91 -0.09
H 1.58 4.13 1.24
H -0.70 3.58 2.11
H 0.47 2.29 2.50
C -1.83 2.24 0.06
C -2.95 1.24 -0.09
C -3.50 0.64 1.03
C -4.53 -0.27 0.91
C -5.02 -0.58 -0.35
C -4.48 0.01 -1.48
C -3.44 0.92 -1.34
H -3.02 1.37 -2.22
H -4.87 -0.24 -2.46
Cl -6.32 -1.71 -0.52
H -4.96 -0.74 1.78
H -3.10 0.88 2.01
H -2.24 3.20 0.40
H -1.33 2.38 -0.90
H 2.19 1.09 -2.26
H 0.89 -0.11 -1.99
H 1.20 -1.99 -0.49
C 2.62 -3.83 0.83
O 1.54 -4.31 0.63
H 3.38 -4.37 1.44
H 5.10 -2.80 1.04
H 5.91 -0.68 0.14
H 5.78 2.45 -1.64
H 6.02 1.63 -0.08
*
```

Question: Which of these has the lowest strongest force on any atom?
Answer: C19H21ClN2O4S

Question: Look up the strongest force on any atom of the sixth one.
Answer: 1.90 eV/Å

Question: What is the formula in the first record?
Answer: C5H24O9